Computed, not measured: a structure of composition C43H59FO2P3SSiV at a distorted geometry, with wB97M-V/def2-TZVPD.

Cartesian coordinates (Å):
V1 -0.691 0.181 -0.304
S1 -2.965 0.406 -1.380
P1 -0.085 2.527 -0.061
P2 0.005 -0.546 -2.517
P3 -0.597 -0.625 2.227
Si1 1.646 0.103 0.023
F1 -0.668 -1.752 -0.026
O1 -9.416 0.261 0.855
O2 -8.360 0.102 2.781
C1 -5.675 0.107 -1.204
C2 2.635 -0.235 -1.566
C3 0.507 3.653 -1.446
C4 -4.482 0.347 -0.504
C5 3.915 -1.064 -3.922
C6 -1.325 3.665 0.728
C7 1.961 -1.357 1.211
C8 -6.896 0.054 -0.550
C9 1.772 3.093 -2.097
C10 1.027 0.844 4.063
C11 3.806 2.830 2.447
C12 -2.125 -1.649 2.622
C13 1.122 -2.767 2.998
C14 -0.948 1.731 -3.914
C15 -0.839 -2.893 -4.080
C16 1.869 -0.595 -2.694
C17 0.937 -1.690 2.135
C18 -0.707 0.231 -4.065
C19 2.876 3.859 2.548
C20 -1.400 0.738 4.677
C21 2.323 1.629 0.938
C22 -8.276 0.184 1.588
C23 -5.815 0.437 1.537
C24 -2.739 -2.421 1.453
C25 -0.249 0.006 3.967
C26 -6.987 0.224 0.827
C27 -1.860 3.061 2.017
C28 -2.467 3.989 -0.241
C29 1.403 2.687 1.030
C30 0.747 5.116 -1.078
C31 -2.127 -2.558 3.856
C32 4.675 -0.634 -2.840
C33 -0.042 -0.003 -5.421
C34 0.634 -3.283 -2.103
C35 4.036 -0.246 -1.673
C36 3.526 1.727 1.649
C37 1.687 3.792 1.831
C38 3.275 -3.243 2.043
C39 3.113 -2.155 1.188
C40 -0.436 -2.369 -2.703
C41 2.274 -3.547 2.950
C42 2.530 -1.053 -3.841
C43 -4.590 0.500 0.889
H1 1.042 5.665 -1.979
H2 -7.776 -0.168 -1.149
H3 -1.605 -2.289 -4.570
H4 3.897 -1.937 0.469
H5 -1.696 -0.232 -4.067
H6 1.235 1.075 5.116
H7 -0.669 0.450 -6.198
H8 -2.513 3.772 2.535
H9 -5.881 0.553 2.614
H10 0.358 -3.017 3.723
H11 -1.579 2.085 -4.738
H12 -1.604 -3.493 3.645
H13 -1.455 1.964 -2.982
H14 -2.133 4.575 -1.099
H15 1.708 2.025 -2.292
H16 0.233 -4.300 -2.024
H17 -1.300 -2.422 -2.043
H18 -5.621 -0.045 -2.275
H19 4.734 2.882 3.006
H20 4.640 0.060 -0.821
H21 4.239 0.906 1.613
H22 1.960 -1.421 -4.682
H23 2.639 3.251 -1.448
H24 -3.161 -2.824 4.093
H25 0.085 -1.054 -5.678
H26 -0.810 4.591 0.981
H27 0.925 -2.966 -1.103
H28 -9.185 0.419 -0.068
H29 1.562 5.219 -0.356
H30 -0.303 3.620 -2.176
H31 0.973 4.602 1.923
H32 -1.248 -3.902 -3.963
H33 0.019 -2.976 -4.754
H34 -0.008 2.285 -3.958
H35 -3.686 0.652 1.463
H36 1.529 -3.325 -2.733
H37 4.171 -3.850 1.994
H38 -0.137 5.610 -0.671
H39 -2.934 3.074 -0.618
H40 -1.276 0.650 5.762
H41 -3.716 -2.805 1.771
H42 4.400 -1.414 -4.827
H43 -2.109 -3.261 1.161
H44 0.933 0.485 -5.473
H45 -1.696 -2.114 4.753
H46 -2.810 -0.825 2.833
H47 -1.051 2.783 2.688
H48 -2.433 2.158 1.810
H49 1.899 0.327 3.658
H50 1.968 3.602 -3.047
H51 3.072 4.712 3.189
H52 0.925 1.794 3.532
H53 2.379 -4.392 3.620
H54 -1.389 1.804 4.446
H55 -0.052 -0.913 4.521
H56 -2.877 -1.808 0.567
H57 -3.238 4.569 0.276
H58 5.758 -0.628 -2.902
H59 -2.394 0.362 4.437

Results
- ΔE to the lowest compared entry with this formula, charge and spin: 0.00 kJ/mol
- Charge: -1
- E_LUMO (spin up / spin down): 2.5 / 2.5 eV
- E_tot: -4580.18489 Eh
- HOMO-LUMO gap (spin up / spin down): 6.12 / 5.51 eV
- ⟨S²⟩: 0.76
- Spin multiplicity: 2

***

Computed, not measured: a structure of composition C43H61AsBrFeN8O2PSi3Te, with wB97M-V/def2-TZVPD.

Cartesian coordinates (Å):
Te1 2.403 0.779 1.471
Br1 -2.431 -5.165 4.949
As1 1.738 -1.707 -1.713
Fe1 0.010 -0.062 -0.022
P1 -1.906 2.728 -1.335
Si1 1.323 -1.391 -4.056
Si2 4.138 -1.736 -1.593
Si3 1.299 -4.069 -1.549
O1 -2.082 -0.837 0.835
O2 0.053 -1.891 1.620
N1 -3.506 0.635 -2.311
N2 0.545 3.646 -2.320
N3 -2.472 3.235 1.393
N4 -4.712 -0.129 1.586
N5 -1.051 1.584 1.070
N6 -5.763 -2.100 1.361
N7 -1.521 -0.045 -1.630
N8 0.731 1.763 -1.189
C1 4.645 3.674 5.163
C2 4.931 2.430 5.706
C3 -2.123 2.762 2.628
C4 -5.968 0.162 1.063
C5 1.174 0.438 -4.410
C6 -0.305 -2.187 -4.542
C7 -3.335 4.388 1.148
C8 -3.483 -2.165 2.303
C9 3.202 2.639 3.540
C10 -4.664 1.475 -2.610
C11 -2.367 -3.782 3.673
C12 -2.239 -1.129 -2.054
C13 -1.076 -2.376 2.245
C14 -6.579 1.360 0.714
C15 3.784 3.778 4.080
C16 -0.504 -4.257 -1.050
C17 4.716 -1.939 0.180
C18 2.843 0.170 3.476
C19 2.257 2.715 2.367
C20 -4.692 -1.508 1.779
C21 2.698 -2.066 -5.116
C22 1.974 2.174 -1.573
C23 1.873 3.343 -2.271
C24 3.489 1.389 4.087
C25 -1.246 1.737 2.413
C26 -6.593 -1.077 0.905
C27 -3.541 -3.197 3.240
C28 -2.311 1.012 -1.792
C29 2.426 -4.869 -0.279
C30 4.861 -3.151 -2.581
C31 1.258 -2.605 1.909
C32 -1.121 -3.381 3.189
C33 4.356 1.289 5.167
C34 1.571 -5.000 -3.147
C35 -0.119 2.672 -1.651
C36 -7.869 -1.152 0.351
C37 -3.471 -0.723 -2.475
C38 -7.851 1.271 0.175
C39 4.810 -0.123 -2.263
C40 -1.803 2.494 0.472
C41 -8.483 0.031 -0.010
C42 -0.033 4.812 -2.983
C43 -2.249 -1.781 1.810
H1 2.101 0.974 -4.207
H2 -5.376 1.441 -1.786
H3 -1.836 -2.125 -2.022
H4 5.743 -1.564 0.226
H5 2.598 -4.928 -3.501
H6 2.871 -3.133 -4.988
H7 5.800 -3.449 -2.105
H8 0.754 5.311 -3.540
H9 -0.571 -3.071 -3.964
H10 2.859 1.603 -1.359
H11 -3.840 4.273 0.193
H12 -2.751 5.306 1.141
H13 2.016 -2.219 1.235
H14 -0.758 1.102 3.136
H15 -1.121 -1.469 -4.457
H16 4.224 -4.034 -2.622
H17 5.612 2.347 6.542
H18 3.349 -5.196 -0.761
H19 1.554 -2.451 2.947
H20 -4.337 2.498 -2.776
H21 4.333 0.183 -3.196
H22 -9.478 0.009 -0.432
H23 4.144 -1.377 0.917
H24 -1.144 -4.288 -1.936
H25 2.701 -4.235 0.560
H26 -0.228 -3.867 3.553
H27 -0.857 -3.456 -0.401
H28 2.617 3.961 -2.743
H29 0.372 0.886 -3.821
H30 4.741 -2.987 0.475
H31 -5.139 1.106 -3.515
H32 1.936 -5.761 0.119
H33 1.225 2.884 2.675
H34 -4.156 0.511 2.135
H35 0.908 -4.699 -3.956
H36 -0.812 4.502 -3.676
H37 5.092 -2.858 -3.604
H38 -4.079 4.443 1.939
H39 3.500 -0.698 3.475
H40 1.909 -0.092 3.976
H41 -2.516 3.191 3.534
H42 -2.937 -0.597 0.448
H43 -8.357 -2.109 0.223
H44 5.103 4.563 5.574
H45 2.539 3.476 1.642
H46 -0.445 5.504 -2.252
H47 -6.103 2.320 0.872
H48 2.404 -1.900 -6.157
H49 -4.308 -1.269 -2.877
H50 5.874 -0.265 -2.471
H51 -0.651 -5.203 -0.524
H52 3.640 -1.541 -4.958
H53 4.733 0.685 -1.533
H54 4.588 0.317 5.586
H55 -4.501 -3.522 3.614
H56 1.115 -3.668 1.715
H57 -8.376 2.176 -0.099
H58 0.938 0.571 -5.470
H59 3.572 4.750 3.650
H60 1.378 -6.058 -2.943
H61 -0.240 -2.489 -5.590

Results
- ΔE to the lowest compared entry with this formula, charge and spin: 25.14 kJ/mol
- Charge: +2
- E_LUMO (spin up / spin down): -4.5 / -4.7 eV
- E_tot: -9814.77418 Eh
- HOMO-LUMO gap (spin up / spin down): 8.09 / 7.95 eV
- ⟨S²⟩: 6.01
- Spin multiplicity: 5

***

Computed, not measured: a structure of composition C43H62FN2O3SSi5TeTl, with wB97M-V/def2-TZVPD.

Cartesian coordinates (Å):
Tl1 0.487 1.458 -2.403
Te1 0.571 -0.584 0.834
S1 -1.815 3.804 -2.804
Si1 -3.251 -1.543 2.548
Si2 4.200 -0.011 -3.147
Si3 -0.938 -1.872 2.397
Si4 -0.609 -4.052 1.644
Si5 -0.068 -1.688 4.543
F1 -2.040 -4.017 -5.489
O1 -1.129 3.608 -1.527
O2 -2.241 5.169 -3.040
O3 -1.095 3.176 -3.914
N1 3.806 1.502 -2.524
N2 2.553 1.372 0.305
C1 -0.719 -0.604 -3.461
C2 -1.227 3.795 2.159
C3 0.064 3.447 2.538
C4 -0.699 -0.150 5.415
C5 4.363 5.157 -2.681
C6 -1.615 -2.906 -4.831
C7 3.214 -1.336 -2.251
C8 3.855 -0.299 -4.982
C9 4.644 1.307 3.341
C10 -3.833 -2.779 3.850
C11 5.829 4.117 -4.255
C12 6.006 -0.523 -2.868
C13 2.021 1.895 2.593
C14 -0.574 -0.766 -4.846
C15 4.270 1.215 2.010
C16 0.617 2.214 2.185
C17 -4.473 3.521 -2.135
C18 -0.489 -3.147 5.660
C19 -5.623 2.782 -1.869
C20 -1.130 -4.265 -0.139
C21 1.799 -1.580 4.490
C22 4.309 2.706 -2.915
C23 -0.173 1.315 1.437
C24 2.427 2.005 3.921
C25 -1.011 -1.896 -5.546
C26 -1.981 2.921 1.393
C27 1.225 -4.444 1.762
C28 5.370 5.280 -3.641
C29 -1.454 1.687 1.033
C30 -4.482 0.768 -2.490
C31 -3.897 0.105 3.147
C32 2.963 1.515 1.610
C33 5.316 2.873 -3.915
C34 -1.352 -1.674 -2.814
C35 3.849 3.919 -2.324
C36 -6.889 0.591 -1.758
C37 -3.326 2.873 -2.585
C38 3.730 1.706 4.311
C39 -5.643 1.398 -2.045
C40 -1.514 -5.383 2.626
C41 -1.803 -2.826 -3.469
C42 -3.331 1.494 -2.762
C43 -4.141 -1.947 0.948
H1 -0.101 0.026 -5.430
H2 1.551 -4.514 2.810
H3 3.366 -1.269 -1.165
H4 2.215 -1.470 5.500
H5 -3.444 0.392 4.106
H6 -0.147 0.019 6.348
H7 -3.787 -1.310 0.122
H8 5.683 1.983 -4.422
H9 3.762 -1.371 -5.198
H10 -4.470 -0.312 -2.630
H11 -6.521 3.288 -1.517
H12 6.705 0.240 -3.239
H13 3.536 -2.337 -2.577
H14 -0.104 -2.975 6.672
H15 2.135 -1.257 -2.456
H16 -2.436 0.984 -3.105
H17 4.993 0.929 1.252
H18 2.119 -0.718 3.889
H19 1.817 -3.649 1.284
H20 -1.513 -1.622 -1.735
H21 5.770 6.250 -3.911
H22 -2.038 1.018 0.403
H23 -2.186 -3.997 -0.280
H24 -0.543 -3.617 -0.805
H25 -6.643 -0.319 -1.205
H26 3.965 6.048 -2.206
H27 1.460 -5.391 1.260
H28 4.638 0.120 -5.629
H29 -7.606 1.170 -1.172
H30 -3.976 -2.993 0.652
H31 -0.993 -5.304 -0.465
H32 -4.984 0.044 3.281
H33 -1.576 -3.306 5.728
H34 -1.091 -6.367 2.386
H35 -3.466 -3.795 3.639
H36 -1.770 -0.231 5.655
H37 3.198 1.236 -0.479
H38 -3.682 0.903 2.438
H39 6.247 -1.478 -3.360
H40 -3.459 -2.493 4.845
H41 -4.930 -2.811 3.895
H42 -1.627 4.767 2.428
H43 -7.383 0.287 -2.686
H44 0.678 4.147 3.094
H45 4.020 1.775 5.353
H46 -2.970 3.201 1.046
H47 -0.890 -1.992 -6.619
H48 1.695 2.309 4.664
H49 6.601 4.184 -5.016
H50 -2.583 -5.401 2.371
H51 2.235 -2.480 4.030
H52 -5.221 -1.786 1.059
H53 5.665 1.074 3.623
H54 -0.043 -4.078 5.276
H55 1.797 1.977 0.022
H56 -1.431 -5.230 3.712
H57 3.053 3.865 -1.590
H58 2.904 0.180 -5.260
H59 -0.569 0.735 4.773
H60 -4.443 4.598 -1.997
H61 -2.288 -3.640 -2.941
H62 6.190 -0.640 -1.789

Results
- ΔE to the lowest compared entry with this formula, charge and spin: 193.68 kJ/mol
- Charge: -2
- E_LUMO: 3.6 eV
- E_tot: -4397.21291 Eh
- HOMO-LUMO gap: 5.26 eV